1.
{"formula": "C17H25CrN5O4PS2Te", "method": "the ωB97M-V functional and the def2-TZVPD basis", "symbols": ["O", "H", "S", "H", "O", "C", "H", "N", "C", "H", "N", "H", "H", "H", "H", "C", "C", "H", "C", "Te", "C", "C", "H", "H", "H", "C", "H", "H", "Cr", "P", "H", "C", "H", "H", "C", "O", "H", "C", "S", "C", "H", "N", "N", "H", "H", "H", "H", "C", "C", "O", "C", "H", "N", "C", "H", "C"], "xyz": [[-0.572, 2.022, 0.229], [5.233, -1.948, 1.374], [-1.404, -4.643, 0.464], [-4.278, 0.679, -0.966], [-2.427, 0.397, -0.098], [-4.167, -1.262, -0.039], [-1.306, -2.793, -2.419], [-0.604, -2.233, 0.361], [-0.567, -3.372, -1.864], [4.619, -2.559, -0.161], [2.047, 2.768, -0.464], [-1.285, -2.263, 4.606], [1.044, 2.690, -0.289], [4.700, 2.685, -0.850], [-1.513, 4.109, -3.452], [4.231, 1.771, -0.520], [-0.602, -1.474, 2.674], [-4.006, 2.519, -2.664], [2.824, 1.707, -0.296], [-0.164, 0.223, -2.479], [-0.894, -2.505, 1.690], [-2.593, 3.990, -3.359], [0.485, 2.579, 3.639], [-2.528, 1.833, -3.366], [-3.220, -0.468, -1.814], [4.950, 0.648, -0.309], [-4.455, -0.915, 0.954], [0.945, 2.133, 1.991], [0.277, -0.371, 0.124], [-1.429, 1.438, -0.845], [0.416, -2.980, -2.119], [2.999, -0.552, 0.316], [-2.983, 4.795, -2.739], [-5.052, -1.638, -0.551], [0.977, 1.822, 3.029], [2.450, -1.598, 0.669], [2.015, 1.751, 3.361], [-0.803, -3.281, -0.399], [-0.227, -0.056, 4.722], [-1.349, -3.760, 1.924], [2.435, 3.635, -0.790], [2.256, 0.568, 0.108], [4.368, -0.504, 0.109], [6.020, 0.611, -0.461], [6.122, -1.610, -0.127], [-1.637, -4.207, 2.861], [-3.454, -2.077, 0.070], [-2.927, 2.645, -2.752], [-0.819, -1.494, 4.011], [-2.374, 2.568, -1.426], [0.290, 0.512, 3.175], [-3.042, 4.057, -4.350], [0.021, -0.327, 2.215], [-3.552, -0.126, -0.827], [-0.628, -4.409, -2.189], [5.136, -1.729, 0.312]], "e_above_lowest_ev": 0.074, "homo_ev": [-10.3, -10.5], "spin_multiplicity": 5, "total_charge": 1, "largest_force_ev_per_a": 1.12, "mol_weight_g_mol": 638.12, "e_tot_ha": -3687.8134, "orbital_gap_ev": [7.9821, 8.1828]}

2.
{"formula": "C17H25F5NO2P2Zr", "method": "the ωB97M-V functional and the def2-TZVPD basis", "symbols": ["H", "H", "H", "C", "P", "O", "H", "H", "H", "F", "F", "H", "Zr", "H", "C", "O", "C", "H", "F", "H", "C", "C", "H", "H", "H", "N", "C", "H", "F", "C", "H", "C", "H", "C", "C", "H", "C", "H", "C", "P", "C", "C", "C", "H", "F", "H", "C", "H", "C", "H", "H", "H", "H"], "xyz": [[1.948, -1.255, -4.533], [-0.236, 1.853, -1.153], [2.819, -2.597, -0.204], [2.240, -0.167, -2.167], [2.449, -0.162, -0.406], [-0.226, 2.321, -2.163], [-3.382, -0.433, -2.419], [-4.326, 1.351, -0.923], [-0.236, -1.791, -5.701], [-1.394, 1.797, 6.350], [-0.914, -0.883, 5.862], [-0.223, -2.098, 0.535], [0.017, -0.410, 0.319], [2.101, 0.777, -2.544], [-1.315, -1.045, -2.550], [1.938, 2.204, -2.853], [-0.505, 0.553, 2.443], [-0.399, 1.431, -0.011], [-0.815, 2.795, 1.731], [-0.581, 3.269, -2.159], [-2.611, -0.976, -1.807], [-0.219, -1.502, -4.663], [-3.478, -1.956, 0.915], [-2.357, -1.554, -4.351], [-3.259, 2.152, 0.278], [-0.117, -0.812, -1.938], [-0.788, 1.887, 2.766], [3.054, -0.603, -2.596], [-1.338, 3.626, 4.287], [-0.547, -0.364, 3.517], [-2.707, 2.005, -1.407], [-1.382, -1.381, -3.889], [0.972, 2.359, -2.579], [0.983, -0.770, -2.702], [3.364, -1.687, 0.090], [3.465, -1.719, 1.186], [-1.118, 1.364, 5.111], [-3.623, -0.448, 1.867], [-0.852, 0.007, 4.818], [-2.522, -0.055, -0.196], [-3.714, -0.888, 0.866], [3.731, 1.098, -0.142], [-3.288, 1.518, -0.616], [-4.728, -0.722, 0.473], [-0.309, -1.713, 3.316], [3.515, 1.934, -0.821], [0.999, -1.246, -4.022], [2.249, 2.328, -3.750], [-1.082, 2.306, 4.055], [4.739, 0.699, -0.347], [-3.022, -1.989, -1.596], [3.693, 1.436, 0.901], [4.387, -1.721, -0.323]], "e_above_lowest_ev": 0.468, "homo_ev": -11.9, "total_charge": 1, "largest_force_ev_per_a": 4.90, "mol_weight_g_mol": 523.55, "e_tot_ha": -2096.7437, "orbital_gap_ev": 7.7963}

3.
{"formula": "C17H25F6FeNO2SbSi2", "method": "the ωB97M-V functional and the def2-TZVPD basis", "symbols": ["H", "C", "H", "H", "H", "F", "H", "C", "F", "H", "C", "Sb", "F", "C", "H", "H", "H", "H", "Si", "H", "H", "H", "C", "C", "H", "H", "C", "C", "H", "C", "F", "N", "H", "H", "H", "F", "C", "C", "O", "C", "F", "C", "C", "O", "H", "C", "H", "Si", "Fe", "H", "C", "H", "C", "H", "H"], "xyz": [[-1.584, 1.011, -1.221], [0.955, 1.632, -2.935], [-2.196, 4.439, 0.215], [-1.267, 2.715, 3.329], [-3.733, 0.555, 0.766], [3.191, -1.186, -3.133], [-0.207, 3.577, 2.220], [-0.124, 4.251, -1.893], [4.423, -0.112, 0.229], [-2.030, -3.748, 2.018], [-1.837, -3.384, 1.020], [3.998, -0.688, -1.508], [5.757, -0.780, -2.125], [-2.279, -4.009, -0.109], [0.111, 1.882, 2.639], [0.121, 1.660, -3.643], [2.163, 1.780, 0.414], [-2.980, -4.993, -2.533], [0.437, 2.540, -1.377], [-2.412, -3.984, -4.708], [2.724, 3.067, -0.588], [1.816, 2.122, -3.393], [-0.924, -1.706, -2.695], [-0.670, 2.609, 2.419], [1.258, 0.593, -2.807], [-3.416, 3.968, 1.394], [-1.344, -2.318, -3.841], [-2.407, -4.076, -2.585], [-3.526, 3.388, -0.269], [-0.925, 1.562, -0.540], [2.065, -0.619, -0.828], [-0.805, -1.668, -0.294], [0.693, 4.780, -2.390], [-2.561, -0.142, 1.884], [-1.096, -1.883, -4.800], [3.954, -2.469, -0.926], [1.821, 2.687, -0.105], [-2.093, -3.514, -3.788], [0.188, -0.434, 1.806], [-1.233, -2.274, -1.443], [3.785, 1.117, -2.001], [-3.035, 0.786, 1.574], [-0.556, -1.472, 2.105], [-0.842, -1.845, 3.212], [-2.857, -4.923, -0.048], [-1.984, -3.468, -1.380], [1.512, 3.380, 0.679], [-1.819, 2.106, 1.031], [0.408, 0.019, -0.005], [-0.347, -0.792, -2.741], [-1.090, -2.208, 0.878], [-3.616, 1.140, 2.427], [-2.831, 3.616, 0.541], [-0.441, 4.852, -1.042], [-0.958, 4.185, -2.594]], "e_above_lowest_ev": 0.312, "homo_ev": [-9.3, -10.1], "spin_multiplicity": 6, "largest_force_ev_per_a": 1.21, "mol_weight_g_mol": 623.16, "e_tot_ha": -3550.4041, "orbital_gap_ev": [7.9050, 8.1031]}

4.
{"formula": "C17H25GeN7OReSSe", "method": "the ωB97M-V functional and the def2-TZVPD basis", "symbols": ["N", "H", "H", "C", "H", "N", "H", "H", "H", "C", "H", "C", "C", "C", "N", "H", "H", "C", "Re", "C", "H", "Ge", "H", "H", "H", "C", "N", "S", "H", "C", "Se", "C", "H", "H", "H", "H", "H", "O", "C", "C", "H", "N", "H", "N", "C", "C", "C", "C", "H", "H", "H", "H", "N", "C"], "xyz": [[-0.264, -1.360, 1.323], [5.361, -0.485, 1.292], [-2.170, 5.194, -0.847], [2.807, -2.365, -2.117], [-0.091, 3.282, 1.553], [4.961, -3.615, -2.751], [-1.076, 4.623, 2.126], [-4.467, 4.339, 1.526], [0.709, -3.811, -4.214], [4.257, -0.847, -0.580], [-2.932, 3.934, -1.807], [2.843, -1.231, -1.136], [0.824, -1.121, 2.003], [-1.084, 3.555, 1.912], [-1.432, -1.517, 2.019], [-4.140, -3.116, 1.411], [-1.172, 3.919, -1.515], [-2.299, -2.238, 1.384], [-0.146, -1.644, -0.740], [-2.214, 1.156, 0.264], [2.340, 0.795, -2.341], [-2.449, 3.152, 0.586], [-3.081, 0.659, -0.171], [1.262, -0.003, 3.755], [-0.931, 0.527, -3.377], [4.004, -3.040, -2.465], [-3.506, -2.485, 1.872], [-1.871, -2.956, -0.205], [2.430, -4.017, -4.163], [-2.148, 4.128, -1.074], [-0.703, 0.784, -0.896], [3.313, -0.777, 1.692], [-3.746, -2.156, 2.796], [1.581, -1.729, 3.892], [-1.975, 0.698, 1.223], [-0.090, -1.137, 3.926], [5.078, -1.434, -0.991], [0.495, -2.117, -2.479], [4.377, -0.692, 0.892], [-1.642, 0.801, -2.601], [-2.471, 0.099, -2.564], [1.762, -1.314, -0.113], [-4.987, 3.025, 0.468], [1.599, -3.557, -3.824], [2.003, -1.060, 1.149], [-4.271, 3.306, 1.239], [0.888, -0.992, 3.482], [2.970, 0.178, -1.703], [-1.998, 1.815, -2.759], [-1.282, 3.025, 2.844], [-4.427, 2.677, 2.115], [3.400, -0.641, 2.760], [4.129, 0.476, -1.259], [1.674, -2.690, -2.813]], "e_above_lowest_ev": 2.988, "homo_ev": [-14.0, -14.0], "spin_multiplicity": 2, "total_charge": 2, "largest_force_ev_per_a": 0.42, "mol_weight_g_mol": 713.28, "e_tot_ha": -6075.5195, "orbital_gap_ev": [5.4872, 5.6415]}